{
  "formula": "C30H35N4OPd",
  "method": "ωB97M-V with the def2-TZVPD basis set",
  "relative_energy_kcal_mol": 39.31,
  "s2": 6.037,
  "lumo_energy_ev": [-8.61, -13.17],
  "total_charge": 3,
  "homo_energy_ev": [-16.3, -17.0],
  "spin_multiplicity": 5,
  "total_energy_ha": -1585.26065,
  "species": ["Pd", "C", "N", "C", "C", "C", "C", "C", "C", "N", "C", "C", "C", "C", "C", "C", "N", "C", "C", "C", "C", "C", "N", "H", "H", "H", "H", "H", "H", "H", "H", "H", "H", "H", "H", "H", "H", "H", "H", "H", "H", "C", "C", "C", "C", "C", "C", "C", "C", "C", "C", "C", "C", "O", "H", "H", "H", "H", "H", "H", "H", "H", "H", "H", "H", "H", "H", "H", "H", "H", "H"],
  "xyz": [[-0.40109, -0.37883, -0.47791], [-2.05257, -2.46780, -2.06403], [-1.09226, -1.39575, -2.41750], [0.13783, -1.97605, -3.01249], [1.29666, -1.03324, -2.91982], [2.37360, -1.09286, -3.78336], [3.43080, -0.21246, -3.59695], [3.37140, 0.71987, -2.56788], [2.26850, 0.72340, -1.74069], [1.27034, -0.15223, -1.91592], [-1.71306, -0.35791, -3.29175], [-1.77021, 1.03322, -2.72111], [-2.41830, 2.04223, -3.40851], [-2.35849, 3.33895, -2.92210], [-1.63271, 3.60556, -1.76512], [-1.04348, 2.55401, -1.10383], [-1.13311, 1.29416, -1.57493], [-2.82470, -2.12466, -0.83149], [-4.15486, -2.44598, -0.67242], [-4.74890, -2.26651, 0.57512], [-3.97001, -1.82792, 1.63528], [-2.64955, -1.50277, 1.39758], [-2.10290, -1.61038, 0.18070], [-1.49106, -3.37700, -1.85031], [-2.72140, -2.69142, -2.89510], [-0.04411, -2.25553, -4.05299], [0.39120, -2.88932, -2.47387], [2.38656, -1.82202, -4.58383], [4.28977, -0.24470, -4.25544], [4.16922, 1.43186, -2.40491], [2.16673, 1.42832, -0.92506], [-2.72639, -0.66339, -3.55016], [-1.15237, -0.30985, -4.22689], [-2.95659, 1.81630, -4.32101], [-2.86978, 4.13938, -3.44224], [-1.53305, 4.61161, -1.38083], [-0.48999, 2.69384, -0.18620], [-4.71641, -2.85085, -1.50458], [-5.79961, -2.48727, 0.71437], [-4.37518, -1.73314, 2.63318], [-2.00398, -1.16588, 2.20014], [1.66228, -2.50066, 1.09392], [2.71834, -1.75203, 1.90916], [3.78018, -1.08948, 1.02167], [2.14702, -0.75039, 2.89042], [2.50199, -0.78739, 4.20708], [2.01464, 0.15295, 5.12586], [1.13180, 1.16682, 4.71321], [0.72952, 1.29489, 3.41607], [-0.09313, 2.49203, 3.00076], [0.76961, 3.46270, 2.17905], [-1.41202, 2.13720, 2.32015], [1.25228, 0.32603, 2.43767], [1.01852, 0.42581, 1.19155], [2.14908, -3.25237, 0.47034], [1.11748, -1.82463, 0.41765], [0.94680, -3.01576, 1.73712], [3.22434, -2.50152, 2.52043], [3.32905, -0.33617, 0.37291], [4.26990, -1.83809, 0.39718], [4.54546, -0.60246, 1.62507], [3.17072, -1.56769, 4.55061], [2.31593, 0.09679, 6.16404], [0.76698, 1.87279, 5.45019], [-0.36095, 3.00142, 3.92766], [1.12964, 2.99543, 1.25729], [1.64338, 3.78450, 2.74508], [0.19426, 4.35349, 1.91895], [-1.27197, 1.46096, 1.47604], [-1.90153, 3.03777, 1.94519], [-2.09608, 1.66006, 3.02253]]
}

***

{
  "formula": "CH2O2S",
  "method": "ωB97M-V with the def2-TZVPD basis set",
  "relative_energy_kcal_mol": 45.78,
  "lumo_energy_ev": 0.41,
  "homo_energy_ev": -8.9,
  "total_energy_ha": -587.91383,
  "species": ["C", "O", "O", "S", "H", "H"],
  "xyz": [[2.07820, -1.07726, -2.02178], [1.61468, -1.00111, -0.98652], [-1.38245, 0.99128, 1.18880], [-0.35801, 0.42211, 0.00937], [0.44505, -0.25484, 0.87165], [-2.39747, 0.91982, 0.93849]]
}

***

{
  "formula": "CH2Br2O3",
  "method": "ωB97M-V with the def2-TZVPD basis set",
  "relative_energy_kcal_mol": 12.87,
  "lumo_energy_ev": -1.80,
  "homo_energy_ev": -10.3,
  "total_energy_ha": -5413.05103,
  "smiles": "O=C(O)O.BrBr",
  "species": ["C", "O", "O", "O", "Br", "Br", "H", "H"],
  "xyz": [[-0.26588, 0.53564, -0.72669], [-0.15510, -0.22494, 0.43280], [-0.35484, -0.20245, -1.86579], [-0.23137, 1.72963, -0.78195], [-3.16956, 0.60034, -0.38956], [-3.00459, 2.53211, 0.91312], [-0.07614, 0.44875, 1.25406], [-0.42180, -1.14675, -1.87592]]
}

***

{
  "formula": "C39H41GaN6O3S",
  "method": "ωB97M-V with the def2-TZVPD basis set",
  "lumo_energy_ev": 4.30,
  "total_charge": -2,
  "homo_energy_ev": -0.2,
  "total_energy_ha": -4388.03241,
  "species": ["Ga", "N", "C", "S", "N", "N", "C", "C", "C", "C", "C", "C", "C", "O", "H", "H", "H", "H", "H", "H", "H", "C", "C", "C", "C", "C", "C", "C", "C", "N", "C", "C", "C", "C", "C", "C", "C", "C", "C", "C", "H", "H", "H", "H", "H", "H", "H", "H", "H", "H", "H", "H", "H", "H", "H", "H", "H", "H", "H", "H", "H", "H", "H", "H", "C", "C", "C", "C", "C", "C", "C", "C", "H", "H", "H", "H", "H", "C", "N", "C", "C", "C", "O", "N", "C", "O", "H", "H", "H", "H", "H"],
  "xyz": [[-1.15719, 0.89881, -0.21236], [-4.91162, 0.87776, -2.66466], [-3.69113, 0.40705, -2.04220], [-2.40722, 1.69109, -1.98967], [-3.94531, -0.37438, -0.78207], [-3.09877, 0.04790, 0.25953], [-3.59239, -0.10207, 1.41944], [-3.12486, 0.64540, 2.58181], [-3.63738, 0.32964, 3.84072], [-3.35049, 1.08452, 4.96191], [-2.54233, 2.22175, 4.80485], [-2.04124, 2.57284, 3.57187], [-2.29163, 1.78974, 2.40975], [-1.77498, 2.12320, 1.28030], [-5.09581, 1.81715, -2.32471], [-4.74401, 0.95336, -3.66126], [-4.50446, -0.69186, 1.51357], [-4.28240, -0.54187, 3.92549], [-3.74855, 0.81019, 5.93119], [-2.30852, 2.83800, 5.66760], [-1.41062, 3.44509, 3.44403], [4.95855, 3.42319, 0.57850], [3.51033, 3.27768, 0.17766], [2.92330, 4.21058, -0.66471], [1.57422, 4.06919, -0.99652], [0.89979, 5.03230, -1.94145], [0.84755, 3.02300, -0.47327], [1.40313, 2.01431, 0.35549], [2.77573, 2.20114, 0.66758], [0.61287, 0.95289, 0.71381], [1.04029, 0.00796, 1.75993], [2.17834, -0.92676, 1.28028], [2.60476, -1.89173, 2.39692], [1.42492, -2.80505, 2.74917], [0.25464, -1.93581, 3.21953], [0.66057, -1.18183, 4.48881], [1.84325, -0.26578, 4.15886], [3.02337, -1.10272, 3.64478], [1.41956, 0.73124, 3.07338], [-0.11963, -0.93957, 2.11647], [5.49731, 4.06650, -0.12164], [5.46002, 2.45311, 0.60479], [5.05254, 3.86635, 1.57527], [3.50647, 5.03086, -1.07522], [1.62828, 5.71029, -2.39205], [0.14799, 5.63466, -1.42297], [0.39997, 4.47915, -2.74000], [-0.20064, 2.96387, -0.75411], [3.30300, 1.49951, 1.29420], [3.04223, -0.37909, 0.90689], [1.78460, -1.49754, 0.43324], [3.44926, -2.49442, 2.04964], [1.70928, -3.51589, 3.53560], [1.12974, -3.38347, 1.86746], [-0.61469, -2.56593, 3.42936], [0.93241, -1.89254, 5.27999], [-0.18276, -0.58267, 4.85190], [2.14672, 0.28219, 5.05707], [3.36207, -1.79686, 4.42449], [3.86743, -0.44379, 3.40426], [2.21620, 1.45646, 2.90891], [0.53795, 1.29554, 3.39715], [-0.95768, -0.34429, 2.46717], [-0.43018, -1.48231, 1.22547], [-3.40209, -1.01768, -2.06590], [-3.26665, -2.18541, -2.56716], [-3.11171, -3.16601, -3.51517], [-1.83080, -3.66410, -3.93542], [-1.71335, -4.68098, -4.86214], [-2.82817, -5.29580, -5.44531], [-4.08945, -4.82984, -5.04961], [-4.24300, -3.81687, -4.12481], [-0.94523, -3.20846, -3.51291], [-0.71652, -5.01147, -5.14560], [-2.72043, -6.09339, -6.17004], [-4.98048, -5.28112, -5.47816], [-5.23488, -3.49064, -3.83306], [3.31468, 0.05589, -4.40215], [2.26314, -0.29463, -3.46790], [2.02385, -1.58721, -3.10779], [1.04337, -1.91788, -2.25036], [0.27041, -0.82712, -1.70564], [-0.63082, -1.02249, -0.82036], [0.51053, 0.42965, -2.06923], [1.43032, 0.75858, -3.00514], [1.62735, 1.87888, -3.46586], [3.93472, -0.82485, -4.57213], [3.92325, 0.86116, -3.99461], [2.90214, 0.40375, -5.34936], [2.66958, -2.32957, -3.56117], [0.83806, -2.93962, -1.97024]]
}

***

{
  "formula": "C2H9NS2",
  "method": "ωB97M-V with the def2-TZVPD basis set",
  "relative_energy_kcal_mol": 47.80,
  "s2": 0.751,
  "lumo_energy_ev": [2.80, 2.75],
  "total_charge": -1,
  "homo_energy_ev": [0.9, -4.6],
  "spin_multiplicity": 2,
  "total_energy_ha": -932.63615,
  "species": ["C", "N", "H", "H", "H", "H", "H", "C", "S", "S", "H", "H", "H", "H"],
  "xyz": [[-5.27743, 2.27925, 1.87429], [-4.18585, 3.03702, 1.17836], [-5.31138, 1.34862, 1.41671], [-6.22264, 2.71675, 1.84524], [-4.94804, 2.14940, 2.89424], [-4.14547, 2.91477, 0.17345], [-4.25716, 4.07481, 1.23187], [5.89609, -2.25226, -1.87287], [4.87755, -3.49784, -1.01573], [3.04113, -3.04020, -0.44332], [5.55789, -2.28512, -2.89139], [6.96249, -2.49585, -1.48976], [5.67643, -1.15809, -1.63578], [2.33639, -3.79126, -1.26531]]
}

***

{
  "formula": "C21H26N2O5S",
  "method": "ωB97M-V with the def2-TZVPD basis set",
  "relative_energy_kcal_mol": 65.67,
  "lumo_energy_ev": 0.48,
  "homo_energy_ev": -9.0,
  "total_energy_ha": -1699.71892,
  "smiles": "COc1ccc(S(=O)(=O)N(CC(=O)NC[C@@H]2CCCO2)Cc2ccccc2)cc1",
  "species": ["C", "H", "O", "C", "C", "C", "C", "C", "C", "H", "H", "S", "O", "O", "N", "C", "H", "C", "O", "N", "H", "C", "H", "H", "C", "C", "H", "C", "H", "C", "H", "H", "O", "H", "H", "H", "H", "C", "C", "C", "C", "C", "C", "C", "H", "H", "H", "H", "H", "H", "H", "H", "H", "H", "H"],
  "xyz": [[6.30823, 2.09840, -0.99000], [5.99450, 2.74763, -1.81264], [5.48875, 2.27011, 0.14458], [4.16824, 1.99756, 0.04778], [3.53207, 1.53714, -1.10588], [2.17305, 1.27938, -1.08336], [1.45086, 1.48171, 0.07484], [2.06567, 1.94516, 1.22518], [3.41972, 2.20269, 1.21323], [3.93051, 2.56252, 2.09187], [1.46937, 2.09800, 2.11082], [-0.27745, 1.05606, 0.07569], [-0.92354, 1.60012, -1.08441], [-0.84020, 1.36721, 1.36370], [-0.18595, -0.59124, -0.14285], [-1.09673, -1.21816, -1.06352], [-0.63636, -2.11451, -1.48985], [-2.45974, -1.59899, -0.47328], [-3.06060, -2.58406, -0.85810], [-2.91579, -0.76572, 0.47732], [-2.39749, 0.06235, 0.73871], [-4.24640, -0.87322, 1.02465], [-4.66380, -1.82664, 0.69270], [-4.18731, -0.85002, 2.11613], [-5.14860, 0.28309, 0.55547], [-5.29148, 0.35189, -0.97478], [-6.24070, -0.06109, -1.30892], [-5.15364, 1.84386, -1.27443], [-4.72625, 2.04357, -2.25367], [-4.23856, 2.29928, -0.13931], [-4.36230, 3.35040, 0.12701], [-3.18502, 2.11904, -0.39102], [-4.62650, 1.53126, 0.98701], [-6.12284, 2.33881, -1.19665], [-4.48485, -0.20660, -1.44950], [-6.12620, 0.15744, 1.04250], [-1.27351, -0.49751, -1.86674], [0.24431, -1.36419, 1.00932], [1.35421, -2.29938, 0.60799], [2.67084, -1.85730, 0.57520], [3.68231, -2.70093, 0.15152], [3.38848, -3.99461, -0.24612], [2.07919, -4.44270, -0.21393], [1.06694, -3.59906, 0.21065], [0.04641, -3.95292, 0.23838], [1.84461, -5.45142, -0.51972], [4.17843, -4.65259, -0.57668], [4.70342, -2.34864, 0.13505], [2.90249, -0.84930, 0.88758], [-0.59902, -1.92553, 1.42931], [0.59129, -0.64650, 1.75502], [1.66152, 0.92045, -1.96162], [4.08379, 1.37427, -2.01734], [7.31042, 2.37972, -0.67140], [6.31404, 1.05733, -1.32647]]
}

***

Question: Number 4 is which compound?
Answer: C39H41GaN6O3S